Entry 1:
This record from the OMol25 dataset describes C28H20BO4Rb as an isolated structure. The level of theory is ωB97M-V/def2-TZVPD.

Results
frontier orbital gap (spin up / spin down) = 2.69 / 6.16 eV
E_LUMO (spin up / spin down) = 0.623 / 0.623 eV
largest force on an atom = 4.56 eV/A
⟨S²⟩ = 0.776

Geometry as ORCA input:
```
! wB97M-V def2-TZVPD RIJCOSX def2/J DEFGRID3
* xyz -1 2
Rb -1.739 0.628 3.174
O -3.283 -3.165 -3.797
O 1.029 1.331 2.270
O -2.197 -1.008 0.987
O 5.370 -0.052 -0.620
C 0.364 -1.202 -3.373
C -1.835 -1.891 -2.529
C 4.510 0.375 0.145
C -1.520 -1.205 -1.315
C -6.611 -2.427 -1.142
C -0.279 -0.664 -1.142
C 3.598 1.478 -0.303
C -3.120 -2.530 -2.722
C -4.921 -1.574 0.423
C 3.989 -0.978 4.268
C -6.233 -1.957 0.106
C -3.913 -1.637 -0.504
C -5.592 -2.508 -2.096
C 4.411 -0.027 1.643
C -2.502 -1.254 -0.166
C 3.842 2.229 -1.487
C 1.628 2.837 0.033
C -0.836 -1.921 -3.544
C 2.445 1.845 0.433
C 3.019 3.311 -1.896
C 3.193 -0.048 3.730
C 1.951 3.662 -1.042
C -4.259 -2.242 -1.787
C 5.024 -1.467 3.516
C 2.135 1.167 1.795
C 5.307 -0.925 2.227
C 3.235 0.357 2.374
C 0.674 -0.667 -2.137
B -2.295 3.071 1.505
H -1.436 2.531 1.137
H -5.784 -3.084 -2.990
H 6.187 -1.289 1.718
H 3.361 3.912 -2.725
H 0.914 -1.174 -4.301
H -3.153 2.446 1.315
H 5.708 -2.195 3.928
H 3.764 -1.208 5.299
H -0.007 -0.144 -0.236
H 2.351 0.301 4.310
H 1.619 -0.150 -2.060
H 1.275 4.489 -1.200
H -7.623 -2.724 -1.372
H -4.673 -1.104 1.363
H -1.135 -2.360 -4.485
H 0.823 3.156 0.679
H -2.498 3.954 0.919
H -2.256 3.290 2.561
H -6.879 -1.873 0.968
H 4.856 2.281 -1.856
*
```

Entry 2:
This record from the OMol25 dataset describes C28H20Br2N4O3V as an isolated structure. The level of theory is ωB97M-V/def2-TZVPD.

Results
energy relative to the best compared isomer or geometry (same formula, charge and spin) = 0.00 kJ/mol
frontier orbital gap (spin up / spin down) = 7.37 / 7.36 eV
E_LUMO (spin up / spin down) = -3.536 / -3.555 eV
largest force on an atom = 0.90 eV/A
⟨S²⟩ = 2.012

Geometry as ORCA input:
```
! wB97M-V def2-TZVPD RIJCOSX def2/J DEFGRID3
* xyz 1 3
Br 2.331 5.817 7.262
Br -0.702 -4.935 -1.545
V -0.294 0.966 0.865
O -0.384 1.223 2.933
O -2.041 1.269 0.479
O 0.703 2.460 1.510
N -3.220 -0.824 -5.257
N -3.406 0.336 -4.863
N -0.138 0.806 -1.236
N 1.133 -0.605 1.151
C 0.694 0.418 -3.435
C -2.426 1.142 -0.826
C 0.916 3.617 6.173
C -2.734 -3.115 -2.343
C -1.676 0.650 -3.114
C -1.561 -2.507 -4.785
C 1.721 4.709 5.868
C 2.085 5.003 4.560
C 0.471 2.805 5.148
C 4.039 -3.686 1.824
C 3.026 -2.615 1.567
C -2.699 -1.829 -4.369
C 0.355 2.223 2.758
C 0.870 0.588 -2.056
C 0.780 -1.894 1.150
C -1.540 -3.709 -2.722
C 3.384 -1.266 1.559
C -3.703 1.329 -1.271
C -0.570 0.437 -3.963
C 1.637 4.187 3.539
C -4.002 1.096 -2.633
C 2.430 -0.299 1.346
C -3.041 0.689 -3.513
C 0.833 3.088 3.832
C 1.686 -2.916 1.347
C -1.400 0.856 -1.756
C -3.315 -2.169 -3.171
C -0.959 -3.435 -3.949
H -0.268 -2.119 0.986
H 2.707 5.861 4.352
H 1.562 0.269 -4.061
H -0.160 1.951 5.356
H 4.412 -0.968 1.717
H 1.901 4.401 2.512
H 2.684 0.754 1.334
H -4.243 -1.699 -2.877
H 1.862 0.552 -1.620
H -5.024 1.183 -2.980
H 4.183 -3.805 2.900
H 1.339 -3.940 1.324
H -1.138 -2.285 -5.757
H 5.004 -3.427 1.390
H -4.481 1.612 -0.576
H 3.716 -4.644 1.422
H -3.205 -3.386 -1.408
H -0.054 -3.943 -4.252
H 0.646 3.414 7.199
H -0.724 0.308 -5.026
*
```

Entry 3:
This record from the OMol25 dataset describes C28H20CrIN5O2 as an isolated structure. The level of theory is ωB97M-V/def2-TZVPD.

Results
energy relative to the best compared isomer or geometry (same formula, charge and spin) = 0.00 kJ/mol
frontier orbital gap (spin up / spin down) = 8.06 / 7.89 eV
E_LUMO (spin up / spin down) = -3.105 / -3.278 eV
largest force on an atom = 0.57 eV/A
⟨S²⟩ = 3.804

Geometry as ORCA input:
```
! wB97M-V def2-TZVPD RIJCOSX def2/J DEFGRID3
* xyz 1 4
I 5.520 -4.430 -0.514
Cr -0.021 0.036 -0.056
O 0.157 -0.085 -1.896
O 0.844 -0.427 -3.986
N 0.275 0.038 1.971
N 2.220 0.641 0.205
N 3.908 0.239 1.545
N -1.540 1.329 0.031
N 1.535 0.018 3.748
C -2.487 3.551 -0.008
C -3.955 -1.428 0.074
C -2.782 -0.679 0.060
C -3.883 -2.810 0.089
C 1.935 -1.644 -2.274
C 0.085 4.610 -0.055
C 4.440 0.463 0.295
C 2.901 -2.934 -0.461
C 1.902 -2.123 -0.973
C -3.773 2.960 0.001
C 4.010 -2.833 -2.603
C 2.986 -2.030 -3.092
C -0.537 -0.137 3.067
C 2.571 0.345 1.439
C -2.757 0.792 0.034
C -1.524 -1.297 0.058
C -2.292 4.950 -0.038
C -3.907 1.609 0.022
C -1.031 5.472 -0.060
C 0.234 -0.156 4.184
C -1.371 2.695 0.003
C -1.472 -2.687 0.077
C -0.075 3.253 -0.023
C 1.513 0.129 2.414
C 0.905 -0.668 -2.810
C 3.966 -3.269 -1.286
C -2.644 -3.438 0.093
C 3.382 0.724 -0.521
H -0.526 -3.215 0.071
H 0.793 2.606 -0.035
H 1.079 -1.859 -0.316
H -2.590 -4.520 0.100
H -4.648 3.600 -0.013
H 2.344 0.089 4.343
H 2.852 -3.308 0.554
H -4.884 1.148 0.021
H -0.884 6.543 -0.088
H -1.604 -0.254 2.971
H -3.160 5.598 -0.049
H -4.924 -0.945 0.066
H -4.791 -3.399 0.095
H 1.082 5.030 -0.085
H 4.834 -3.114 -3.243
H 2.998 -1.675 -4.115
H -0.014 -0.278 5.224
H 3.379 0.947 -1.575
H 4.440 -0.005 2.364
H 5.498 0.421 0.103
*
```